Entry 1:
155
Properties=species:S:1:pos:R:3:forces:R:3 method="wB97M-V/def2-TZVPD" charge=-1 spin_multiplicity=1 lumo_energy_ev=-0.78 orbital_gap_ha=0.0732 homo_ev=-2.77
Cu 0.4501 -1.9399 -6.2914 -0.05 0.18 0.63
Cl 0.9924 -0.6185 -2.3157 1.41 1.34 4.77
O -0.3296 -0.3124 -1.8810 -1.60 0.88 -1.72
O 1.7853 0.5853 -2.5575 -0.63 0.03 -0.72
O 1.5405 -1.2519 -1.1446 1.17 -0.84 -0.39
O 1.0788 -1.4724 -3.4373 -0.42 -1.29 -2.44
C -2.9924 2.1642 -2.7008 -0.91 -0.13 0.47
C -4.2879 2.0797 -1.8024 1.45 1.04 0.10
C -4.9513 3.4643 -1.8740 -0.24 0.54 0.27
C -6.4021 3.5568 -1.3994 0.24 0.11 0.00
C -7.2989 2.5354 -2.0877 1.36 -0.31 1.41
C -6.6341 1.1198 -1.8665 -1.99 -1.30 -1.53
N -5.2274 1.1109 -2.3203 1.25 -3.90 -0.58
O -4.6323 -0.2328 -2.5118 -2.11 4.09 0.72
C -7.5110 0.1794 -2.8017 1.55 -0.42 -0.07
C -6.8212 0.5496 -0.4230 0.47 1.38 -0.05
C -3.7929 1.8751 -0.3271 -0.09 -0.62 0.17
H -2.3027 2.9063 -2.2987 0.00 0.01 0.39
H -3.2691 2.5624 -3.6770 -0.06 -0.48 -0.29
H -2.4870 1.1991 -2.7386 -0.10 0.07 -0.20
H -4.8495 3.9038 -2.8663 0.00 -0.16 -0.22
H -4.4281 4.1178 -1.1759 0.49 0.13 -0.21
H -6.7496 4.5783 -1.5537 -0.10 0.12 -0.05
H -6.3253 3.4358 -0.3189 -0.58 -0.25 0.17
H -7.4027 2.8371 -3.1300 0.21 -0.52 -0.23
H -8.3050 2.5076 -1.6693 -0.04 -0.02 0.16
H -7.1753 -0.8493 -2.6703 0.13 -0.05 0.01
H -7.3245 0.4145 -3.8496 0.01 0.15 -0.05
H -8.5885 0.1634 -2.6379 0.03 0.58 0.43
H -6.6753 1.4083 0.2323 -0.13 -0.14 0.49
H -6.0593 -0.1789 -0.1456 0.01 -0.09 -0.42
H -7.8180 0.1466 -0.2435 -0.03 0.01 -0.19
H -2.8653 2.3835 -0.0638 -0.10 0.67 -0.61
H -3.5017 0.8546 -0.0784 -0.65 -0.27 -0.47
H -4.5348 2.2239 0.3912 -0.16 -0.15 0.10
C -1.7237 -5.1731 -4.0378 -0.52 0.48 0.06
O -2.4103 -4.7507 -2.8720 0.01 -1.08 -0.30
C -3.4629 -5.6676 -2.5575 0.18 1.81 1.51
C -4.0704 -5.2336 -1.1595 -0.72 -0.49 -1.34
N -4.6504 -3.8941 -1.2307 0.63 0.35 1.44
C -5.1428 -3.3746 0.0824 1.22 0.81 -0.38
C -3.9898 -2.8111 1.0695 -1.18 -0.06 -1.81
O -3.3711 -1.7189 0.3763 -0.07 -0.55 0.44
C -2.4269 -1.0088 1.1783 -0.34 -0.79 0.07
H -1.1490 -6.0880 -3.8933 0.39 0.01 0.29
H -1.1200 -4.3332 -4.3816 0.27 -0.17 0.21
H -2.4163 -5.4067 -4.8464 -0.38 0.06 -0.20
H -3.1100 -6.6988 -2.5644 0.09 -0.19 0.23
H -4.2297 -5.5597 -3.3246 -0.33 -0.11 -0.12
H -3.4065 -5.3858 -0.3086 0.41 0.46 -0.31
H -4.9051 -5.9081 -0.9685 -0.13 -0.80 0.08
H -5.4125 -3.9174 -1.8932 -0.03 0.25 -0.02
H -5.8598 -4.0490 0.5506 0.35 -0.62 0.65
H -5.7795 -2.5146 -0.1252 0.29 0.27 -0.27
H -3.2825 -3.5724 1.3986 0.43 -0.23 -0.48
H -4.4508 -2.5033 2.0080 -0.42 0.41 0.07
H -2.0283 -1.7275 1.8944 0.29 0.25 0.39
H -2.9245 -0.1759 1.6751 -0.06 -0.01 0.38
H -1.5886 -0.6068 0.6093 -0.19 -0.21 -0.49
C -1.7094 5.9617 -1.9830 0.49 -0.01 -0.96
O -0.5693 5.1291 -1.8241 -0.58 0.81 1.23
C 0.0881 4.9203 -3.0241 -0.24 -0.61 -1.12
C 1.2246 3.9766 -2.8564 0.40 0.42 1.35
N 2.3137 4.6205 -2.0810 1.15 -0.78 -0.90
C 3.5423 3.8160 -2.1634 0.51 0.56 0.21
C 4.6144 4.2598 -1.1673 -1.14 0.36 0.97
O 4.1076 4.1012 0.1958 0.43 -0.04 -0.04
C 5.0083 4.4983 1.2465 0.17 0.03 -1.41
H -1.4157 6.8950 -2.4634 0.18 0.37 0.05
H -2.2277 6.2194 -1.0594 0.30 -0.54 0.13
H -2.3688 5.4873 -2.7098 -0.51 -0.17 0.18
H 0.4543 5.8079 -3.5400 0.06 0.70 0.44
H -0.5876 4.4734 -3.7535 -0.50 -0.27 -0.14
H 1.5407 3.7258 -3.8690 0.58 0.07 0.07
H 0.8985 3.0396 -2.4050 -0.11 -0.17 0.05
H 2.1816 4.8693 -1.1111 -0.94 -0.39 -0.02
H 3.9694 4.0214 -3.1450 0.21 -0.18 -0.25
H 3.4291 2.7341 -2.0949 -0.49 -0.21 0.17
H 4.7738 5.3267 -1.3238 0.32 0.23 0.00
H 5.5423 3.7117 -1.3308 0.08 -0.15 0.13
H 4.5003 4.6490 2.1990 -0.33 -0.18 -0.30
H 5.5078 5.4218 0.9537 -0.07 0.40 0.09
H 5.8211 3.7830 1.3724 -0.06 -0.40 0.09
C 2.5467 -6.5901 2.6767 0.54 0.31 0.59
O 2.8553 -5.8861 1.5104 -0.80 -0.33 -0.50
C 3.0151 -6.7704 0.4108 -1.14 1.30 -0.49
C 2.8641 -5.9985 -0.9349 1.12 -0.13 1.80
N 3.9424 -5.0313 -1.0635 -1.20 -0.85 -0.42
C 3.8401 -4.4259 -2.3893 1.87 1.01 1.26
C 4.9783 -3.3801 -2.4341 -1.04 0.51 0.54
O 4.6809 -2.2954 -1.4869 0.42 -1.02 -1.12
C 4.8173 -1.0465 -2.0956 -0.46 0.90 -0.85
H 1.6592 -7.2223 2.6472 -0.21 -0.14 -0.50
H 2.3755 -5.8766 3.4828 0.20 0.09 -0.08
H 3.4088 -7.2026 2.9405 0.08 -0.36 0.31
H 2.2201 -7.5143 0.3589 -0.24 -0.30 0.46
H 3.9548 -7.3025 0.5590 0.40 -0.07 -0.51
H 1.9441 -5.4213 -1.0272 -0.34 -0.55 0.25
H 2.9618 -6.7912 -1.6767 -0.44 -0.13 -0.64
H 4.7439 -5.6432 -1.0061 0.82 0.51 -0.24
H 2.9042 -3.8842 -2.5263 -0.13 -0.06 0.30
H 3.9356 -5.1712 -3.1790 0.13 -0.12 -0.44
H 5.0410 -3.0931 -3.4838 0.18 0.81 0.00
H 5.9495 -3.7731 -2.1333 0.02 -0.40 -0.04
H 4.2277 -1.0223 -3.0120 0.04 0.03 -0.36
H 5.8403 -0.7476 -2.3241 0.55 -0.44 -0.23
H 4.4461 -0.1784 -1.5508 -0.37 -0.69 0.77
C 4.1187 2.5878 5.3360 0.19 0.96 0.78
O 2.7902 2.1392 5.2845 -0.50 -0.52 0.45
C 1.8783 2.6199 6.2667 0.07 0.31 0.50
C 0.4634 2.2803 5.8912 -0.54 -0.75 -2.06
N 0.1063 2.6850 4.5189 0.51 1.63 0.95
C -1.0134 2.0638 3.8471 1.69 -0.22 -0.54
C -1.0033 2.3882 2.3454 -1.30 -0.44 -0.34
O 0.2155 2.1381 1.6760 0.52 -0.01 1.90
C 0.2311 2.4776 0.3080 -0.42 0.03 0.33
H 4.4733 2.7263 6.3574 -0.21 0.15 0.39
H 4.1713 3.5566 4.8394 0.27 0.14 -0.14
H 4.8809 1.9242 4.9276 -0.70 -0.43 -0.57
H 1.9630 3.6719 6.5391 0.28 0.66 -1.02
H 1.9944 2.2260 7.2763 0.62 -0.96 0.07
H -0.2052 2.6921 6.6471 -0.14 0.07 0.01
H 0.3523 1.1967 5.8507 0.07 -0.48 0.79
H 0.9526 2.7913 3.9781 -0.29 -0.33 -0.35
H -1.9331 2.3739 4.3431 -0.24 0.00 -0.36
H -0.9400 0.9765 3.8699 -0.09 -0.48 0.47
H -1.4829 3.3523 2.1762 0.76 0.75 -0.17
H -1.7240 1.7158 1.8801 -0.39 -0.29 0.09
H -0.7994 2.3703 -0.0306 0.17 0.18 -0.71
H 0.8847 1.7808 -0.2167 -0.10 0.03 -0.06
H 0.6038 3.4979 0.2183 -0.18 0.13 -0.37
C 0.7823 -3.2558 3.7314 0.28 0.11 0.13
O 1.6826 -2.3203 3.2279 1.00 0.88 -0.09
C 1.4059 -0.9600 3.5729 0.69 -0.03 0.64
C 2.3984 0.1016 3.0233 -0.96 -1.49 -0.44
N 2.5822 -0.1664 1.6058 0.55 1.57 -0.13
C 3.3079 0.9476 0.9718 1.32 -0.94 -0.54
C 4.8699 0.8223 1.0417 0.62 -0.94 0.15
O 5.3743 -0.5304 0.8227 -0.04 0.01 -0.55
C 6.7853 -0.6314 0.5195 -1.29 1.05 0.81
H 0.8430 -3.3665 4.8140 -0.29 0.53 0.53
H 1.0809 -4.2540 3.4112 -0.18 0.23 -0.71
H -0.2191 -2.9788 3.4018 -0.38 -0.38 0.14
H 1.5063 -0.7922 4.6452 -0.34 -0.42 0.61
H 0.3694 -0.7390 3.3183 -0.15 0.20 -0.39
H 3.3236 0.1231 3.5991 0.20 -0.41 -0.20
H 1.9227 1.0650 3.2066 -0.10 0.17 0.03
H 1.6638 0.0102 1.2243 -0.50 -0.81 -0.32
H 2.9631 1.9085 1.3538 0.43 0.38 0.34
H 3.0458 0.9840 -0.0856 -0.06 -0.36 -0.13
H 5.2838 1.1400 1.9988 -0.18 0.13 0.53
H 5.3717 1.4711 0.3238 -0.32 0.32 -0.43
H 7.2927 -0.1456 1.3529 0.58 -0.03 0.09
H 7.0691 -0.1137 -0.3967 -0.19 0.24 -0.23
H 7.1311 -1.6600 0.4174 -0.62 -0.10 0.22


Entry 2:
40
Properties=species:S:1:pos:R:3:forces:R:3 method="wB97M-V/def2-TZVPD" charge=-2 spin_multiplicity=1 lumo_energy_ev=2.77 orbital_gap_ha=0.0777 homo_ev=0.66
Pd 0.8103 -0.3073 -0.3926 -0.03 -0.03 -0.05
O 5.0887 3.2964 1.3580 1.64 -1.69 -2.25
C 5.9568 2.5238 0.5562 -1.74 1.68 2.19
C 5.4439 1.8065 -0.8401 -3.25 0.49 -1.41
O 4.0946 1.9398 -1.2227 2.84 -0.14 1.09
H 6.5464 1.9279 1.2529 -0.05 -1.35 -0.06
H 6.7651 3.1451 0.1704 0.12 0.81 -0.79
H 5.7163 0.7543 -0.9223 0.00 -0.98 1.43
H 6.0804 2.1095 -1.6715 0.56 1.17 -0.29
O 0.1938 4.5707 5.0250 -2.98 -1.01 -1.51
C -1.1204 4.3208 4.4812 3.89 2.07 2.05
C -1.3552 3.2408 3.3816 1.55 -2.00 -3.66
O -0.6051 3.1873 2.1699 -1.56 0.79 2.96
H -1.4755 5.2498 4.0352 -0.20 0.33 -0.39
H -1.7507 4.0937 5.3410 -0.69 -0.54 -0.05
H -2.4142 3.2530 3.1240 -0.70 0.74 0.08
H -1.2631 2.2683 3.8653 0.59 -0.34 0.64
C -3.8041 -1.1517 -3.9357 -0.83 -1.00 -0.55
C -3.0167 -0.9630 -2.6512 -0.85 -1.57 -1.34
C -3.4217 -2.1241 -1.6684 0.30 3.17 0.85
O -2.6306 -1.9403 -0.4975 -0.03 -1.65 0.29
C -2.7831 -3.0498 0.3936 0.58 0.60 0.42
N -1.6175 -1.0738 -2.9698 0.92 0.11 0.61
H -3.8161 -0.3042 -4.6210 0.14 0.21 0.25
H -4.8334 -1.4455 -3.7301 -0.37 0.22 -0.01
H -3.3842 -1.9920 -4.4887 0.09 -0.13 -0.14
H -3.4275 -0.0140 -2.3068 1.05 0.16 0.90
H -3.4121 -3.1490 -2.0392 0.23 0.00 -0.36
H -4.4193 -1.7866 -1.3872 -0.69 -0.77 -0.07
H -2.0888 -2.9946 1.2320 0.41 0.59 -0.28
H -2.5423 -4.0028 -0.0774 -0.35 -0.13 -0.35
H -3.7420 -3.0618 0.9117 -0.56 -0.12 -0.47
H -1.3160 -0.6110 -3.8154 -0.28 0.61 0.04
H -1.4679 -2.0492 -3.1851 0.30 -0.28 0.26
O 2.4642 -3.4273 -1.3227 -0.23 -0.05 0.05
H 2.5135 -3.8058 -2.2005 0.01 0.01 -0.25
H 3.1251 -3.9024 -0.8190 0.21 0.01 0.21
O 2.2080 -1.3317 2.8216 -0.04 -0.16 -0.17
H 2.1005 -2.2570 3.0419 -0.07 -0.21 0.00
H 2.6002 -0.9429 3.6034 0.09 0.36 0.13